35
Properties=species:S:1:pos:R:3 method="wB97M-V/def2-TZVPD" lumo_ha="0.115 / 0.051" max_force_ha_per_bohr=0.1663 multiplicity=2 total_charge=-1
Cu 0.20546 1.05403 0.22325
F -1.69084 -1.61702 -2.54492
F 3.02897 -2.93490 1.21921
F 1.55557 -2.96385 2.88167
F 0.88865 -3.14412 0.84231
F -3.62642 -0.89337 -2.37196
F -2.46139 -0.06306 -3.84759
O 1.79489 -0.45139 0.16309
O 1.05542 4.65442 1.65585
O 0.36942 -0.44332 1.89213
O -1.70888 0.12252 -0.25753
O -0.84998 1.40888 -1.80236
O -0.02759 2.92696 1.50049
O 1.67641 2.85581 0.47830
N 0.94861 3.51616 1.24439
C -2.42705 -0.50973 -2.58199
C 3.05568 0.19016 -1.88881
C 1.63203 -0.99793 1.53128
C 2.97641 -0.57606 -0.56676
C -2.01938 0.60482 -1.55481
C 1.83781 -2.60440 1.64405
C -3.24927 0.50296 1.56431
C -2.62230 -0.50564 0.57968
H 2.82403 1.25525 -1.89077
H -2.53927 1.08211 2.15472
H 3.13976 -1.63252 -0.77968
H 4.02638 0.03505 -2.35972
H -3.84577 -0.06218 2.28047
H -2.90095 1.23959 -1.46538
H 3.80303 -0.18438 0.02600
H 2.26783 -0.49672 2.26111
H 2.28829 -0.19759 -2.55879
H -3.89848 1.25008 1.10775
H -2.09094 -1.31303 1.08354
H -3.41615 -1.10760 0.13746


119
Properties=species:S:1:pos:R:3 method="wB97M-V/def2-TZVPD" lumo_ha=-0.156 max_force_ha_per_bohr=0.0330 multiplicity=1 total_charge=+2
Ba -0.44482 0.81934 0.57618
As -0.51308 0.02976 3.53860
Ge 0.09595 -1.49995 -3.43353
S 4.28464 -0.64070 1.97008
O 0.42416 2.83863 -0.30146
N -3.27633 1.73765 0.02801
N 0.31484 5.10838 -0.44375
N -1.34815 -4.81852 -1.98144
N 2.36324 3.99301 -0.37355
N 1.65466 -0.34867 1.09226
N -2.91063 -1.01784 1.06304
C 0.59491 -3.95466 5.71502
C -3.51072 -0.85936 -4.05364
C -0.49288 2.28066 -6.28560
C 0.21474 1.36620 -4.03225
C -4.99012 -0.82460 -3.69460
C -2.77906 -1.17096 6.73752
C 1.02231 3.95356 -0.36711
C -1.87105 0.10900 4.91436
C -2.90330 -2.24690 -3.87538
C 3.13828 5.04701 -1.02308
C -1.11092 5.02559 -0.71053
C -4.22305 -0.36152 0.89860
C 1.24248 -3.88575 0.02797
C 1.42387 -3.56750 4.66814
C -2.62342 -5.50193 -1.62404
C 2.49247 2.15113 5.59528
C 1.16709 -2.39364 3.97121
C 2.33763 -2.25604 -1.90032
C 0.77393 1.37148 4.10215
C 3.15118 -2.81330 -0.92512
C -1.83830 -1.03227 5.72235
C 0.08577 -1.61160 4.35006
C 0.73008 6.33069 0.24222
C 0.95942 -2.49137 -1.94698
C 2.77168 -0.46829 1.46361
C -0.06941 0.39209 -2.88385
C 1.60027 1.16547 5.20189
C -1.01137 -3.73728 -0.95368
C -4.11649 1.13930 1.08192
C -2.81965 1.10006 5.11583
C 0.42637 -3.33693 -0.96028
C 2.60108 -3.62664 0.05196
C 3.10014 2.78066 -0.02101
C -0.25433 -5.80745 -2.21349
C 1.75003 3.55836 3.79549
C 0.86155 2.56819 3.39346
C -0.48847 -3.17200 6.08765
C -3.74778 0.95740 6.13890
C -1.44631 -2.34393 -4.34780
C -3.72683 -0.17829 6.94031
C -0.74933 -1.98555 5.41002
C -0.84435 1.35558 -5.12745
C 2.56533 3.34906 4.89643
H 1.81840 -2.08515 3.16388
H 2.64900 2.28822 0.83678
H -1.43136 5.95299 -1.18270
H -2.82871 1.99572 4.50388
H 2.48413 5.72287 -1.56501
H -0.97463 0.33434 -5.50444
H 2.28044 -4.17450 4.40387
H 2.80003 -1.62384 -2.65114
H -0.05033 -6.32634 -1.27991
H -3.28795 2.74991 0.10786
H 0.70428 0.53387 -2.11976
H -3.50828 -2.95588 -4.45099
H 1.54849 0.23322 5.75072
H 0.30308 2.38020 -3.62796
H -2.95372 -0.13494 -3.45188
H -3.68577 1.53543 -0.87995
H 0.05468 6.52092 1.07980
H -4.48220 1.73166 6.31824
H -1.04045 0.63511 -2.43257
H 4.11522 3.06374 0.24747
H 0.63856 -5.28628 -2.54376
H -1.28415 2.30563 -7.03403
H -1.11497 -3.48356 6.91367
H -1.40715 -1.90254 -5.34774
H -4.97008 -0.74669 1.59690
H -2.90526 -6.17868 -2.42655
H -1.30751 -4.14606 0.01233
H 0.42420 1.95561 -6.77979
H -3.39896 -4.75267 -1.48261
H 3.13926 2.07472 -0.85410
H -3.03416 -2.53147 -2.82593
H 1.80999 4.48900 3.24450
H -2.46765 -6.06038 -0.70432
H -3.66114 1.35125 2.05513
H -5.40880 0.17629 -3.80538
H -5.56586 -1.49104 -4.33852
H 1.18891 1.13084 -4.47140
H -1.14375 -3.38282 -4.54060
H -1.31836 4.19813 -1.38362
H 3.26146 4.11568 5.20959
H -1.50930 -4.32379 -2.86138
H 1.19682 -1.50733 -4.50267
H 3.81890 4.58421 -1.73834
H -0.33551 3.30250 -5.93456
H -3.00962 -2.00677 0.85921
H 0.25068 2.78165 2.51624
H -0.59144 -6.51280 -2.96889
H -4.45174 -0.28516 7.73645
H 0.69201 7.18531 -0.43318
H -5.15774 -1.14726 -2.66398
H 0.80388 -4.51922 0.79306
H -5.12445 1.56070 1.10801
H -1.66742 -2.90519 -1.19540
H -4.58691 -0.57203 -0.10836
H -1.68586 4.89690 0.21386
H 4.21002 -2.59305 -0.91387
H -2.66320 -0.98633 2.05069
H -1.81145 1.64388 -4.70055
H -3.37586 -0.54855 -5.09290
H 1.73625 6.23448 0.63448
H 3.73066 5.61260 -0.30292
H 3.22628 -4.04277 0.83055
H -2.77257 -2.04289 7.37908
H 0.80378 -4.86931 6.25464
H 3.13291 1.98500 6.45134


22
Properties=species:S:1:pos:R:3 method="wB97M-V/def2-TZVPD" lumo_ha="0.130 / 0.140" max_force_ha_per_bohr=0.0641 multiplicity=1 total_charge=-1
O -0.15157 -3.12564 -0.84528
O -1.57864 -3.16311 0.88042
N -0.72778 2.65519 -1.04954
N -0.81969 1.95400 -2.32063
C -0.36959 1.32562 -1.10884
C 1.43241 0.61377 0.45772
C 0.97460 -0.50204 1.42299
C -1.24403 -1.21787 0.24685
C 0.90878 0.67877 -0.95034
C -0.91107 -2.65649 -0.01542
C -0.57633 -0.67478 1.48262
H -1.12185 0.36064 1.70525
H -0.14576 2.23223 -3.03332
H 1.36851 -0.28711 2.41829
H 1.61324 1.20441 -1.58539
H 0.83754 -0.21824 -1.58464
H -2.33983 -1.20713 0.09737
H -0.71938 -1.37944 2.34708
H -1.70535 2.82235 -0.79091
H 2.43863 0.39344 0.42581
H 1.44325 -1.41833 1.00825
H 1.39391 1.60977 0.79167